1.
{"formula": "C6H9N", "method": "ωB97M-V with the def2-TZVPD basis set", "de_lowest_kj_mol": 659.12, "symbols": ["C", "C", "C", "C", "C", "C", "N", "H", "H", "H", "H", "H", "H", "H", "H", "H"], "xyz": [[-0.78421, -3.08638, -0.21875], [-0.81170, -1.58896, -0.10790], [-0.54641, 1.70818, 1.34352], [-0.00632, 1.11007, 0.29511], [0.61886, 2.73516, 0.50746], [0.58011, 0.32031, -0.60060], [0.27930, -1.07015, -0.62394], [0.09140, -3.51435, -0.74610], [-0.81719, -3.51009, 0.79272], [-1.69558, -3.43242, -0.71968], [-1.55171, 2.12286, 1.23831], [0.72021, 2.85247, -0.58279], [1.58780, 2.68975, 0.99959], [0.05554, 3.61655, 0.82117], [1.26358, 0.69515, -1.35318], [1.01632, -1.64815, -1.04493]], "forces_ev_per_a": [[-0.057, -0.092, 0.026], [0.485, -0.200, -0.299], [-0.053, -0.254, -0.271], [-0.047, 0.058, 0.109], [0.320, 0.356, -0.121], [-0.025, 0.172, 0.069], [-0.254, -0.020, 0.160], [-0.103, 0.122, 0.074], [-0.027, 0.065, -0.137], [0.104, 0.066, 0.104], [0.161, -0.046, -0.006], [-0.030, -0.048, 0.152], [-0.207, -0.018, -0.074], [0.032, -0.146, -0.009], [-0.132, -0.040, 0.139], [-0.167, 0.024, 0.084]], "nbo_charge": [-0.73, 0.10, -0.30, 0.13, -0.59, -0.22, -0.55, 0.17, 0.24, 0.23, 0.21, 0.23, 0.24, 0.28, 0.22, 0.36]}


2.
{"formula": "C23H64O9", "method": "ωB97M-V with the def2-TZVPD basis set", "de_lowest_kj_mol": 235.35, "symbols": ["C", "C", "O", "C", "C", "H", "H", "H", "H", "H", "H", "H", "H", "H", "H", "C", "C", "O", "C", "C", "H", "H", "H", "H", "H", "H", "H", "H", "H", "H", "C", "C", "C", "O", "H", "H", "H", "H", "H", "H", "H", "H", "C", "C", "O", "H", "H", "H", "H", "H", "H", "C", "C", "O", "H", "H", "H", "H", "H", "H", "C", "C", "O", "H", "H", "H", "H", "H", "H", "C", "C", "O", "H", "H", "H", "H", "H", "H", "C", "C", "O", "H", "H", "H", "H", "H", "H", "C", "C", "O", "H", "H", "H", "H", "H", "H"], "xyz": [[-1.46655, 0.24386, 8.17461], [-1.12644, 0.79027, 6.78736], [-1.47640, -0.11769, 5.74119], [-0.71667, -1.32602, 5.71933], [-1.11154, -2.12226, 4.38751], [-1.48420, 0.99551, 8.96379], [-2.44149, -0.24215, 8.21178], [-0.81299, -0.57933, 8.46327], [-1.80262, 1.60408, 6.52544], [-0.08841, 1.12251, 6.77278], [0.34273, -1.08107, 5.79527], [-1.01948, -1.93184, 6.57337], [-0.84792, -3.17988, 4.38098], [-0.76831, -1.65893, 3.46252], [-2.18820, -2.04085, 4.23822], [5.48262, -0.88629, -6.59796], [4.06508, -1.37959, -6.34018], [3.92376, -1.90661, -5.04704], [2.64825, -2.39354, -4.80624], [2.66246, -2.86332, -3.34867], [5.48951, -0.61307, -7.65314], [5.73863, -0.03554, -5.96646], [6.22362, -1.67906, -6.49534], [3.34927, -0.55919, -6.39175], [3.80260, -2.09750, -7.11723], [2.00427, -1.51502, -4.84611], [2.34933, -3.18835, -5.48964], [2.98340, -2.05685, -2.68936], [3.19825, -3.80104, -3.20129], [1.64059, -3.08775, -3.04289], [-3.83906, -1.43789, 1.48276], [-4.65032, -1.43923, 0.18654], [-3.84497, -1.13784, -1.03040], [-5.32182, -2.59982, -0.07010], [-3.50145, -0.45302, 1.80549], [-2.93890, -2.04225, 1.37068], [-4.46649, -1.83649, 2.27998], [-5.40586, -0.66625, 0.32711], [-3.22537, -0.28382, -0.75682], [-4.53529, -0.90689, -1.84171], [-3.23087, -1.99955, -1.29202], [-4.73073, -3.34833, 0.03920], [-3.77970, 2.45332, 2.42123], [-2.99252, 2.02891, 3.69925], [-1.96460, 1.10978, 3.40802], [-3.05153, 2.91130, 1.75181], [-4.59147, 3.13980, 2.66177], [-4.22056, 1.65686, 1.82173], [-3.67081, 1.59558, 4.43427], [-2.56352, 2.88373, 4.22207], [-1.75237, 0.57476, 4.17634], [2.45847, 3.12575, 0.44586], [3.55077, 3.98118, -0.19089], [4.57303, 3.13058, -0.67030], [1.91664, 2.58389, -0.32933], [1.67766, 3.66865, 0.97848], [2.91153, 2.37401, 1.09217], [4.01322, 4.66775, 0.51824], [3.16021, 4.62224, -0.98121], [5.06808, 2.82876, 0.09483], [-0.22691, 4.26637, -2.13148], [-0.85036, 3.03622, -1.51197], [-1.02354, 3.22734, -0.14121], [-0.82395, 5.17769, -2.16500], [0.08998, 3.99699, -3.13901], [0.69883, 4.49854, -1.60498], [-0.19221, 2.16742, -1.52303], [-1.79397, 2.73409, -1.96630], [-1.25254, 2.33000, 0.11164], [3.19034, 1.43724, -3.41562], [3.40172, 2.74280, -4.22917], [4.03456, 3.68727, -3.45393], [2.37643, 1.63394, -2.71779], [4.06263, 1.10830, -2.85081], [2.85550, 0.65740, -4.09960], [2.48814, 3.20371, -4.60470], [4.09514, 2.56498, -5.05116], [4.20305, 3.34762, -2.57197], [-0.87023, -4.10728, -0.47818], [-1.78141, -5.32364, -0.13063], [-3.06871, -4.90915, -0.42507], [0.20192, -4.29911, -0.52067], [-1.12085, -3.26763, 0.17010], [-1.07557, -3.86675, -1.52129], [-1.70132, -5.61310, 0.91718], [-1.52788, -6.22815, -0.68352], [-3.50724, -5.67142, -0.81008], [0.40826, -0.51554, -0.51772], [-0.06024, -0.20764, 0.90891], [-1.18914, 0.63043, 0.83683], [0.73571, 0.36901, -1.06401], [-0.41141, -1.00891, -1.04007], [1.23396, -1.22708, -0.52279], [0.67079, 0.21099, 1.60061], [-0.38692, -1.13202, 1.38524], [-1.48676, 0.74972, 1.74170]], "forces_ev_per_a": [[-0.259, -0.703, 0.027], [-1.324, -0.063, 0.331], [0.759, -0.480, 0.025], [-0.922, -0.935, -1.456], [-0.106, 1.179, 0.773], [0.315, 0.126, -0.186], [-0.316, 0.286, -0.379], [0.448, 0.275, 0.102], [0.343, 0.460, 0.414], [0.144, -0.089, -0.409], [0.158, -0.148, -0.144], [0.172, -0.132, 0.072], [0.182, 0.160, 0.264], [0.659, 0.103, 0.230], [-0.229, -0.207, 0.499], [-0.535, -0.207, -0.213], [0.341, 0.438, 0.233], [1.479, -0.559, -0.501], [0.121, 0.387, 1.811], [-1.049, -0.301, -0.268], [0.228, 0.383, 0.009], [0.057, -0.059, -0.087], [-0.094, -0.037, 0.257], [-0.089, 0.379, -0.459], [-0.168, -0.359, 0.005], [-0.793, -0.165, -0.389], [-0.094, 0.028, -0.221], [0.385, -0.160, -0.103], [0.423, 0.289, -0.016], [-0.243, -0.010, -0.019], [-0.060, -0.301, 0.019], [0.603, 1.356, 0.590], [0.443, 0.974, 0.108], [-1.655, -1.949, 0.474], [-0.120, 0.062, -0.285], [0.078, -0.271, 0.075], [0.073, -0.166, 0.093], [-0.244, 0.112, -0.170], [0.325, 0.159, -0.626], [0.274, 0.033, -0.158], [0.121, 0.037, -0.026], [0.286, -0.196, -0.079], [1.069, -0.104, 0.414], [-1.144, -0.022, -0.094], [0.086, 0.150, -1.256], [-0.160, 0.437, -0.064], [0.238, 0.171, 0.081], [0.058, -0.436, 0.489], [-0.259, -0.280, -0.009], [0.031, 0.451, -0.339], [0.019, -0.172, 0.673], [-0.262, 0.068, -0.350], [-0.483, 0.184, 1.053], [0.284, -0.059, -0.705], [0.097, -0.116, -0.152], [0.222, 0.205, 0.132], [-0.018, 0.078, 0.213], [-0.196, 0.129, 0.306], [0.137, -0.356, -0.327], [0.090, -0.117, -0.117], [0.677, -0.519, -0.418], [0.305, 0.242, 0.039], [-0.665, 0.656, 0.690], [-0.301, -0.293, 0.112], [-0.115, 0.230, -0.254], [-0.010, 0.051, 0.181], [0.391, -0.020, -1.122], [-0.157, 0.160, -0.385], [-0.035, -0.355, 1.142], [-0.963, 0.782, -0.918], [0.665, -1.332, 0.219], [0.592, 1.646, 1.058], [-0.032, -0.159, 0.234], [0.128, 0.158, -0.269], [0.087, -0.241, 0.131], [-0.322, -0.491, -0.157], [-0.303, -0.347, -0.516], [0.218, -0.095, 0.162], [-0.245, -1.081, -0.482], [2.029, 0.666, 0.277], [-1.572, -0.120, -0.364], [0.042, -0.198, 0.713], [0.150, 0.012, -0.105], [-0.386, 0.340, 0.039], [0.089, 0.177, 0.282], [0.246, 0.103, -0.332], [-0.433, 0.197, 0.001], [0.155, -0.183, 0.649], [-0.190, -0.495, -0.430], [-0.046, 0.191, -0.763], [-0.129, 0.016, 0.078], [-0.091, 0.223, -0.131], [0.130, 0.015, 0.152], [0.491, 0.238, -0.338], [0.102, -0.457, -0.057], [-0.426, 0.338, 0.718]], "mulliken_charge": [-1.29, -0.18, -0.45, -0.40, -0.77, 0.39, 0.34, 0.35, 0.24, 0.32, 0.38, 0.33, 0.48, -0.16, 0.29, -1.20, -0.27, -0.30, -0.31, -0.99, 0.38, 0.26, 0.33, 0.30, 0.35, 0.24, 0.38, 0.22, 0.36, 0.27, -0.42, 0.12, -0.42, -0.60, -0.03, -0.09, 0.45, 0.24, -0.05, 0.33, 0.04, 0.35, -0.97, -0.38, -0.59, 0.15, 0.43, 0.15, 0.34, 0.40, 0.48, -0.65, -0.44, -0.61, -0.04, 0.37, 0.42, 0.37, 0.31, 0.32, -1.13, 0.59, -0.54, 0.39, 0.32, 0.09, -0.39, 0.41, 0.31, -0.41, -0.35, -0.55, 0.13, 0.36, -0.06, 0.25, 0.28, 0.33, -0.64, -0.50, -0.42, 0.49, -0.14, 0.27, 0.25, 0.42, 0.25, -0.95, 0.70, 0.22, -0.35, 0.04, 0.52, 0.36, -0.44, 0.08]}


3.
{"formula": "C16H21F6N4O10", "method": "ωB97M-V with the def2-TZVPD basis set", "total_charge": 1, "symbols": ["C", "C", "O", "N", "N", "C", "C", "C", "C", "F", "F", "F", "N", "C", "N", "H", "H", "H", "H", "H", "H", "H", "H", "H", "H", "H", "H", "C", "C", "O", "C", "O", "O", "F", "H", "H", "H", "C", "C", "O", "C", "O", "O", "F", "H", "H", "H", "C", "C", "O", "C", "O", "O", "F", "H", "H", "H"], "xyz": [[4.88282, -0.57634, 0.16442], [4.12499, -0.85556, -1.21533], [3.86583, 0.38694, -2.00141], [2.52397, 0.57678, -1.90544], [1.91246, 1.13158, -0.83022], [0.52326, 1.08334, -1.15403], [-0.73720, 1.53763, -0.29528], [-1.34869, 0.19228, 0.36946], [-2.62959, -0.34740, -0.40093], [-2.77310, -1.73030, -0.14027], [-2.54138, -0.23725, -1.79071], [-3.74240, 0.38171, 0.03958], [0.23753, 0.53884, -2.45018], [1.57386, 0.22807, -2.89515], [1.71596, -0.31313, -4.12917], [4.11189, -0.67692, 1.00265], [5.22641, 0.50799, 0.18169], [5.72988, -1.32185, 0.27317], [3.11331, -1.31611, -0.93801], [4.63247, -1.61651, -1.88795], [2.33494, 1.50797, 0.03265], [-0.40265, 2.22671, 0.54461], [-1.47465, 2.02155, -1.00742], [-0.53795, -0.61519, 0.31992], [-1.56002, 0.32357, 1.48504], [1.77806, -1.30554, -4.35150], [1.77065, 0.34746, -4.91738], [-0.59058, -3.57102, -2.15205], [-1.08145, -4.84045, -2.77487], [-0.04963, -5.76162, -2.47897], [0.50515, -5.32888, -1.31229], [1.21600, -5.98900, -0.62151], [0.14076, -4.04503, -1.02900], [-1.17902, -4.71717, -4.12019], [0.07938, -3.01055, -2.81065], [-1.40543, -2.91636, -1.84171], [-2.02831, -5.20520, -2.36751], [-5.19799, 3.48700, 1.76857], [-5.25309, 4.66104, 0.84210], [-3.95802, 5.22109, 0.95797], [-3.13588, 4.18177, 1.25936], [-1.94425, 4.21948, 1.16942], [-3.83468, 3.08842, 1.66941], [-6.15799, 5.57279, 1.26422], [-5.42335, 3.75663, 2.80360], [-5.86647, 2.68192, 1.46235], [-5.44904, 4.40224, -0.20220], [1.55588, 0.12019, 4.57872], [1.60793, -0.64788, 3.29497], [1.81940, 0.36509, 2.32726], [2.50182, 1.35069, 2.97311], [3.08146, 2.23246, 2.41287], [2.44695, 1.20215, 4.32030], [0.42343, -1.25173, 3.03699], [0.55909, 0.51437, 4.79391], [1.89097, -0.47035, 5.43150], [2.41628, -1.38243, 3.24147]], "forces_ev_per_a": [[-0.735, 0.318, -0.606], [0.066, -1.624, 1.180], [-1.006, -0.892, 1.193], [-1.229, -0.192, -3.053], [-4.288, -0.409, -1.251], [-0.902, -0.184, -1.757], [1.279, -0.855, 0.489], [0.596, -0.388, -0.384], [0.385, -0.094, 0.368], [-0.278, 2.753, -0.361], [-0.326, -0.045, 2.577], [1.733, -1.829, -1.140], [5.922, 1.171, 3.809], [-2.953, 0.930, 2.574], [1.346, 0.442, -0.975], [1.264, -0.026, -1.019], [-0.054, -1.501, -0.045], [-1.019, 1.155, 0.089], [1.363, 0.676, -0.671], [-0.336, 1.334, 0.716], [0.242, -0.298, -0.562], [-0.651, -0.642, -1.268], [1.080, -0.451, 0.982], [-1.318, 0.931, 0.001], [-0.107, -0.052, -1.749], [0.068, 0.621, 0.461], [-0.045, -0.735, 0.676], [-0.318, 0.917, 0.265], [-0.008, -0.244, -0.771], [-0.261, 0.454, 0.586], [0.975, -0.904, 0.777], [-0.388, 0.562, -0.458], [0.021, -0.328, -0.183], [-0.097, -0.066, -0.014], [-0.092, -0.204, -0.184], [0.134, -0.093, 0.143], [0.013, -0.004, -0.172], [-0.586, -0.753, 0.339], [-0.502, 0.677, 0.161], [0.219, -0.788, -0.142], [0.972, 0.111, 0.120], [-0.592, -0.165, 0.066], [0.362, 0.493, -0.283], [0.007, 0.019, -0.160], [-0.017, 0.209, -0.146], [0.251, -0.053, -0.015], [-0.071, 0.154, 0.045], [-0.088, -0.106, 0.963], [-0.645, -0.533, -0.067], [0.337, -0.041, 0.140], [0.649, 1.258, 0.360], [-0.471, -0.588, -0.139], [0.035, -0.063, -0.977], [0.079, -0.062, -0.171], [-0.005, -0.125, -0.202], [0.144, 0.203, -0.071], [-0.155, -0.055, -0.087]], "nbo_charge": [-0.66, -0.10, -0.29, 0.11, -0.36, 0.43, -0.46, -0.49, 0.99, -0.34, -0.33, -0.33, -0.40, 0.54, -0.88, 0.21, 0.25, 0.25, 0.19, 0.23, 0.49, 0.27, 0.28, 0.24, 0.27, 0.44, 0.43, -0.13, 0.44, -0.48, 0.96, -0.54, -0.49, -0.32, 0.18, 0.22, 0.17, -0.13, 0.44, -0.47, 0.97, -0.59, -0.48, -0.31, 0.21, 0.22, 0.16, -0.14, 0.44, -0.53, 0.97, -0.57, -0.45, -0.32, 0.21, 0.23, 0.17]}


no.,gap between HOMO and LUMO (eV),E_HOMO (eV)
1,8.540,-7.7
2,9.890,-9.3
3,10.114,-13.6